Model 1:
{
  "formula": "C4H7NO",
  "method": "ωB97M-V/def2-TZVPD",
  "homo_ev": -9.729,
  "smiles": "ON=C1CCC1",
  "elements": ["C", "C", "H", "H", "O", "C", "H", "C", "H", "H", "N", "H", "H"],
  "positions_angstrom": [[0.95399, 0.53281, 0.98254], [-0.19285, -0.22145, -0.63851], [-1.12432, 1.33479, 0.59563], [1.29577, -0.10898, 1.79791], [-2.24374, -0.62418, -1.28210], [-0.56474, 0.39953, 0.68406], [-1.12736, -0.27513, 1.33859], [1.29176, -0.02247, -0.43226], [1.72606, 0.71513, -1.11483], [1.29551, 1.55298, 1.16961], [-0.85151, -0.78557, -1.56116], [1.89770, -0.93210, -0.47097], [-2.49443, -1.43474, -0.82208]]
}

Model 2:
{
  "formula": "C4H7NO",
  "method": "ωB97M-V/def2-TZVPD",
  "homo_ev": -8.204,
  "elements": ["O", "H", "H", "C", "H", "N", "H", "H", "C", "C", "H", "H", "C"],
  "positions_angstrom": [[-0.55719, 1.03468, -0.83024], [3.19836, 1.22056, -0.73030], [0.74672, -0.91443, 1.23847], [1.13652, 0.75694, -0.10067], [-0.95538, 1.90040, -0.64038], [-0.98846, 0.00708, 0.41177], [-2.18907, -1.12542, -0.85039], [0.31707, 0.70546, 1.88283], [2.13575, 1.15685, -0.70852], [-1.27834, -1.23978, -0.26470], [-0.46669, -1.58410, -0.91527], [-1.44311, -1.99106, 0.51395], [0.34383, 0.07284, 0.99344]]
}

Model 3:
{
  "formula": "C4H7NO",
  "method": "ωB97M-V/def2-TZVPD",
  "homo_ev": -9.006,
  "elements": ["H", "H", "C", "O", "H", "C", "C", "H", "N", "H", "C", "H", "H"],
  "positions_angstrom": [[0.28407, 0.50090, 1.19403], [1.94752, -1.03390, 0.71204], [-0.64054, -0.00695, -0.57273], [-0.72887, -2.16045, 0.77460], [-1.94962, 0.75057, 0.98576], [-0.91171, 0.93756, 0.61960], [0.86890, 0.15920, -0.81900], [-1.31814, -0.12542, -1.43048], [1.08735, -0.58277, 0.44443], [1.22877, 1.19250, -0.84960], [-0.24191, -1.18681, 0.28882], [1.25687, -0.43010, -1.64599], [-0.88267, 1.98569, 0.29851]]
}

Model 4:
{
  "formula": "C4H7NO",
  "method": "ωB97M-V/def2-TZVPD",
  "homo_ev": -8.544,
  "elements": ["C", "C", "C", "H", "H", "H", "H", "H", "C", "H", "N", "O", "H"],
  "positions_angstrom": [[1.26082, 0.68378, 0.89395], [-1.76100, -0.57712, -0.54689], [0.78287, -0.36236, -0.15502], [2.32540, 0.88617, 0.79964], [-1.76664, -1.30145, 0.26610], [-2.55146, -0.66665, -1.29128], [-0.33286, 0.40622, -1.92239], [1.60072, -0.63971, -0.84333], [-0.48235, 0.03606, -0.90557], [0.57576, 1.53117, 0.87474], [0.70354, -0.96812, 1.06508], [-1.44364, 0.75093, -0.15224], [1.08883, 0.22109, 1.91721]]
}

Result of the stability comparison: model 1 is the most stable of them.

Model 1:
{
  "formula": "C4H7NO",
  "method": "ωB97M-V/def2-TZVPD",
  "homo_ev": -9.526,
  "smiles": "O=CCN1CC1",
  "elements": ["N", "C", "H", "H", "H", "C", "H", "C", "H", "H", "C", "O", "H"],
  "positions_angstrom": [[-0.22423, 0.10660, -0.79623], [-0.39656, 1.53283, -0.60759], [-1.21157, -0.28231, 1.07508], [1.65434, 0.99881, -1.32037], [1.25437, -1.78623, 0.25236], [-0.74002, -0.78974, 0.22426], [1.39717, 0.86734, 0.48896], [0.28972, -1.73729, 0.79631], [-1.51233, -1.41590, -0.23229], [-0.70638, 2.10113, -1.47700], [0.94521, 0.91674, -0.50186], [0.08700, -2.41182, 1.77939], [-0.83675, 1.89984, 0.31897]]
}

Model 2:
{
  "formula": "C4H7NO",
  "method": "ωB97M-V/def2-TZVPD",
  "homo_ev": -8.097,
  "elements": ["H", "H", "C", "C", "N", "C", "O", "H", "H", "H", "H", "H", "C"],
  "positions_angstrom": [[-1.69236, -2.58614, 0.26344], [-1.55968, -0.60869, -1.27505], [1.24197, 0.07881, 0.11615], [-0.93426, -0.76896, -0.40642], [1.95634, 1.05178, 0.45142], [-0.99113, -1.78039, 0.44582], [-0.06120, 0.30138, -0.25695], [2.90270, 0.73730, 0.65263], [-1.12766, 2.12426, 0.30433], [1.50360, -0.98037, 0.03828], [-0.38571, -1.82409, 1.34630], [0.04961, 2.39521, -0.93120], [-0.90221, 1.85988, -0.74874]]
}

Result of the stability comparison: model 1 is the most stable of them.

Model 1:
{
  "formula": "C4H7NO",
  "method": "ωB97M-V/def2-TZVPD",
  "homo_ev": -9.934,
  "smiles": "C=NC=O.C=C",
  "elements": ["H", "H", "C", "O", "H", "C", "C", "C", "H", "H", "H", "H", "N"],
  "positions_angstrom": [[2.03050, 0.91321, 0.02117], [1.48246, -2.01276, 0.83027], [-0.57497, -1.65567, 0.47398], [-1.77023, 1.16383, 0.01493], [-0.89072, -1.75150, 1.50870], [0.97747, 1.18403, 0.11654], [-1.04440, 1.78326, -0.72769], [0.69684, -1.79583, 0.11094], [-1.41547, 2.59093, -1.37860], [1.00202, -1.68334, -0.92603], [0.53105, 1.14764, 1.11648], [-1.35356, -1.41367, -0.24321], [0.32898, 1.52987, -0.91747]]
}

Model 2:
{
  "formula": "C4H7NO",
  "method": "ωB97M-V/def2-TZVPD",
  "homo_ev": -9.223,
  "smiles": "C/N=C/[C@@H]1CO1",
  "elements": ["H", "H", "H", "H", "N", "C", "O", "C", "H", "H", "H", "C", "C"],
  "positions_angstrom": [[0.06177, -1.90676, 0.23893], [-2.31408, -0.86529, -1.66694], [2.29437, 0.88842, 0.67140], [-3.26070, 1.21044, -0.54559], [0.64856, 0.05656, -0.33708], [-0.08816, -0.93142, -0.29993], [-2.46539, -0.52713, 0.48071], [-1.84225, -0.58538, -0.72778], [2.09816, -0.95788, 0.80314], [2.76606, -0.08296, -0.58679], [-1.54967, 1.50699, 0.15030], [1.92126, -0.05534, 0.22432], [-2.29504, 0.79158, -0.19702]]
}

Model 3:
{
  "formula": "C4H7NO",
  "method": "ωB97M-V/def2-TZVPD",
  "homo_ev": -9.522,
  "elements": ["C", "H", "O", "H", "N", "C", "H", "C", "H", "H", "C", "H", "H"],
  "positions_angstrom": [[-1.76045, 0.33329, 0.45869], [-1.47526, 0.21724, 1.50306], [2.72908, 0.17447, 0.04536], [-0.80069, 0.23131, -1.49450], [0.55679, 1.09591, -0.10721], [-0.55194, 0.22495, -0.43417], [0.79872, -1.74953, -1.01762], [0.55476, -1.06889, -0.20573], [0.25534, -1.57622, 0.70559], [3.00194, 1.10268, 0.03763], [1.39994, 0.11723, -0.03151], [-2.20893, 1.32003, 0.34171], [-2.49930, -0.42248, 0.19871]]
}

Model 4:
{
  "formula": "C4H7NO",
  "method": "ωB97M-V/def2-TZVPD",
  "homo_ev": -10.247,
  "smiles": "C=CC#N.[H][H].C=O",
  "elements": ["H", "O", "N", "H", "H", "H", "C", "C", "C", "H", "H", "C", "H"],
  "positions_angstrom": [[1.87728, 1.26810, 1.23006], [1.84760, -0.58410, -0.26315], [-1.46683, -1.95127, 0.18769], [1.08840, -1.42992, 1.41459], [1.67258, 1.82408, 1.68268], [1.36792, -2.53955, -0.06917], [1.43130, -1.52752, 0.36811], [-1.62802, -0.88348, -0.23347], [-1.81261, 0.44716, -0.74738], [0.20202, 1.04752, -0.48884], [-0.96155, 2.31553, -1.19622], [-0.80182, 1.31409, -0.80877], [-2.81627, 0.69936, -1.07612]]
}

Result of the stability comparison: model 3 is the most stable of them.

Model 1:
{
  "formula": "C4H7NO",
  "method": "ωB97M-V/def2-TZVPD",
  "homo_ev": -9.639,
  "smiles": "C1OC[C@H]2N[C@@H]12",
  "elements": ["H", "N", "H", "C", "H", "C", "H", "C", "H", "C", "O", "H", "H"],
  "positions_angstrom": [[-0.98545, 0.62091, -1.87096], [0.45511, -1.29319, -0.67354], [-1.56608, 1.36852, -0.34378], [0.31433, -0.80497, 0.70008], [0.87894, -0.44163, -1.09253], [-0.83766, 0.68059, -0.77452], [-1.72743, -1.34231, -0.05684], [0.90062, 0.58028, 0.78219], [1.99856, 0.52551, 0.87825], [-0.82912, -0.73035, -0.21339], [0.49797, 1.15397, -0.48395], [0.51055, 1.17582, 1.61307], [0.38968, -1.49315, 1.53592]]
}

Model 2:
{
  "formula": "C4H7NO",
  "method": "ωB97M-V/def2-TZVPD",
  "homo_ev": -8.515,
  "elements": ["C", "O", "H", "H", "H", "H", "H", "C", "H", "C", "N", "H", "C"],
  "positions_angstrom": [[-0.42871, 1.08998, -0.39922], [-0.34369, 2.29918, -0.49254], [2.53442, -0.63937, 0.28724], [2.21787, 1.09472, 0.39464], [1.42812, 0.02240, 1.54332], [-0.99630, -1.40644, 0.89045], [-2.46456, 0.59446, -0.57796], [-1.11726, -1.03792, -0.13150], [-0.05945, -1.03149, -0.69412], [1.75598, 0.09931, 0.49762], [-1.55802, 0.31563, -0.23325], [-1.67968, -1.74680, -0.74350], [0.70374, 0.16831, -0.54083]]
}

Model 3:
{
  "formula": "C4H7NO",
  "method": "ωB97M-V/def2-TZVPD",
  "homo_ev": -8.522,
  "smiles": "C=COC(=C)N",
  "elements": ["H", "H", "H", "C", "N", "H", "C", "C", "H", "C", "O", "H", "H"],
  "positions_angstrom": [[1.06681, -0.04468, -2.57325], [-1.93586, -0.87880, 2.19603], [1.31937, 1.16357, 0.26099], [-0.52086, -0.72756, 0.63912], [-1.02407, 0.43970, -0.02153], [-1.36580, 0.32883, -0.97182], [-0.97625, -1.18840, 1.80659], [0.96033, 0.53680, -0.54263], [2.20395, 1.30734, -2.03643], [1.36811, 0.65927, -1.80716], [0.67927, -0.92516, 0.09204], [-0.36369, -1.85128, 2.40175], [-1.41129, 1.18037, 0.55631]]
}

Model 4:
{
  "formula": "C4H7NO",
  "method": "ωB97M-V/def2-TZVPD",
  "homo_ev": -9.524,
  "smiles": "C[C@@H]1C(=O)N1C",
  "elements": ["H", "H", "H", "H", "C", "C", "C", "H", "H", "H", "C", "N", "O"],
  "positions_angstrom": [[-0.59790, 2.70624, -0.07455], [0.48009, -1.50035, -1.33979], [-0.18017, -0.80699, 1.61907], [0.98251, 1.92108, -0.89852], [0.75764, -1.65765, -0.25037], [-1.49724, -0.19036, -0.00860], [0.23496, 1.96005, -0.08580], [0.84498, 2.11479, 0.78800], [0.49707, -2.79365, -0.00382], [1.81743, -1.28000, -0.14967], [-0.23506, -0.78938, 0.49966], [-0.39323, 0.59706, -0.06952], [-2.71110, -0.28086, -0.02610]]
}

Result of the stability comparison: model 1 is the most stable of them.